Entry 1:
C22H30N2O2 in the gas phase. Source: OMol25; level of theory: ωB97M-V with the def2-TZVPD basis set.

Atoms and positions in Å:
C 3.55041 5.68981 0.00029
H 3.50593 6.61883 0.56763
O 3.18388 4.68187 0.90574
C 3.18282 3.37348 0.47316
C 3.47449 3.00885 -0.83476
C 3.44796 1.68736 -1.24520
C 3.12123 0.67886 -0.35236
C 2.84969 1.03792 0.95879
C 2.87032 2.35809 1.39563
O 2.55727 2.50506 2.71654
C 2.71890 3.73832 3.37751
H 3.74239 4.11106 3.29427
H 2.02853 4.49617 3.00142
H 2.49416 3.53014 4.42393
H 2.59725 0.28303 1.68603
C 3.06288 -0.75747 -0.77481
H 3.30652 -1.39126 0.07829
H 3.79781 -0.93569 -1.56242
C 1.67656 -1.21568 -1.30577
N 0.71511 -1.21295 -0.22004
C -0.09561 -2.39330 -0.03379
C -1.40526 -2.35904 -0.82781
N -2.17256 -1.20045 -0.41181
C -1.42308 0.01255 -0.67998
C -0.07116 -0.03041 0.05001
H 0.50670 0.86023 -0.19092
H -0.27594 -0.02275 1.12689
H -1.99710 0.86407 -0.30343
H -1.27242 0.15848 -1.76429
C -3.49354 -1.17769 -1.01305
C -4.34486 -2.30532 -0.49634
C -4.35888 -2.58739 0.86466
C -5.13999 -3.61455 1.35998
C -5.92291 -4.36923 0.50138
C -5.91586 -4.09316 -0.85437
C -5.12769 -3.06845 -1.35045
H -5.12257 -2.86006 -2.41158
H -6.52247 -4.67932 -1.52960
H -6.53514 -5.17090 0.88790
H -5.14130 -3.82794 2.41915
H -3.73997 -1.99679 1.52255
H -3.96430 -0.22668 -0.73774
H -3.44510 -1.21849 -2.11811
H -1.98897 -3.25812 -0.61667
H -1.18976 -2.33515 -1.91339
H 0.48004 -3.28264 -0.29667
H -0.35277 -2.44934 1.03014
C 1.29591 -0.43685 -2.56907
H 2.08599 -0.54289 -3.30946
H 1.16425 0.62054 -2.35717
H 0.37795 -0.82969 -3.00010
H 1.80682 -2.26505 -1.59928
H 3.69068 1.45193 -2.27051
H 3.72780 3.76676 -1.55885
H 2.85473 5.75089 -0.84349
H 4.56863 5.54649 -0.37669

Properties
E_HOMO: -7.72 eV
LUMO energy: 0.7941 eV
Spin multiplicity: 1
ΔE to the lowest compared entry with this formula, charge and spin: 290.0 kJ/mol
Gap between HOMO and LUMO: 8.51 eV

=====

Entry 2:
A molecular structure, C25H27BrF6N3NiO3SiTe. Source: OMol25; level of theory: ωB97M-V with the def2-TZVPD basis set.

Atoms and positions in Å:
Ni -0.44319 -0.86567 -0.88919
O 3.25445 -1.79068 1.15590
C 3.91446 -0.76510 0.58824
C 5.06896 -0.32291 1.23569
C 5.83152 0.70022 0.70739
C 5.46082 1.30175 -0.48740
C 4.31587 0.86257 -1.13182
C 3.51380 -0.15283 -0.61516
C 2.28602 -0.61600 -1.39548
O 1.35326 -1.29710 -0.61722
N 1.67917 0.54928 -2.03384
N 0.34712 0.37363 -2.32324
C -0.29353 1.34663 -2.83823
C -1.69767 1.25075 -3.25349
Br -2.15265 -0.26290 -4.28992
C -2.61060 2.15030 -2.91035
C -2.29285 3.28562 -2.00897
C -2.71980 3.22146 -0.68296
C -2.37700 4.23459 0.20037
C -1.61782 5.31601 -0.22743
C -1.20540 5.38905 -1.54993
C -1.54187 4.37634 -2.43793
H 2.39907 -1.87658 0.65718
H 5.34034 -0.80779 2.16439
H 6.72173 1.02745 1.23052
H 6.05594 2.09774 -0.91485
H 4.04438 1.31397 -2.08006
H 2.62281 -1.28486 -2.20286
H 1.89141 1.44123 -1.60212
H 0.21967 2.29489 -2.99275
H -3.64442 1.97199 -3.18312
H -3.29172 2.36328 -0.34650
H -2.69541 4.16536 1.23291
H -1.34586 6.09909 0.46928
H -0.61965 6.23354 -1.89178
H -1.22869 4.43377 -3.47475
C 0.02646 0.79010 1.24358
Si -0.96093 -0.56122 2.30458
C -2.29594 0.70926 2.76527
C 0.45885 -0.79552 3.54190
N -0.82417 -1.71972 0.72730
C -0.50968 -3.02796 0.68418
C -0.30188 -3.82631 1.83526
C 0.03675 -5.15642 1.70592
C 0.16675 -5.74524 0.45134
C -0.03022 -4.99659 -0.70771
C -0.35415 -3.67844 -0.56814
F -0.52288 -2.93324 -1.69136
H 0.08357 1.67310 1.89007
H -0.47469 1.15885 0.33150
H 1.05243 0.51495 0.98676
H -1.83473 1.36322 3.51515
H -3.19902 0.27616 3.19539
H -2.58749 1.33968 1.92255
H 0.74339 0.18643 3.93095
H 1.34902 -1.20541 3.05567
H 0.19338 -1.43741 4.38385
H -0.43347 -3.37417 2.80454
H 0.19552 -5.74917 2.59679
H 0.42377 -6.79308 0.36877
H 0.05865 -5.42425 -1.69604
F -4.52346 0.48166 -0.08551
Te -3.61390 -1.26837 -0.17765
F -1.88951 -1.85569 2.92595
F -5.33047 -2.04847 0.38619
F -3.13474 -3.08752 -0.81032
F -4.40086 -1.24660 -1.89426
O -2.10904 -0.32063 -1.18302

Properties
E_HOMO (alpha / beta): -5.74 / -5.81 eV
LUMO energy (alpha / beta): 0.8593 / 0.3603 eV
Spin multiplicity: 3
Charge: -1
Gap between HOMO and LUMO (alpha / beta): 6.60 / 6.17 eV

=====

Entry 3:
A molecular structure, C11H12N2NdP. Source: OMol25; level of theory: ωB97M-V with the def2-TZVPD basis set.

Atoms and positions in Å:
C 1.70217 0.40644 -1.24586
C 1.46420 -0.17091 -2.46582
C 0.17714 -0.39454 -3.03647
C -1.03210 0.27398 -2.63248
C -1.19614 0.92822 -1.44510
Nd -0.12027 -0.84559 -0.52935
P 1.69618 0.38347 1.49671
H 2.68289 0.79974 -0.96919
H 2.27537 -0.58333 -3.08884
H 0.14950 -0.98772 -3.94852
H -1.98623 1.63892 -1.19169
H -1.84088 0.12358 -3.36943
H 1.19895 1.57669 2.12852
H 3.05058 0.78339 1.51077
H 1.80104 -0.45571 2.64050
N -3.45368 2.30236 5.21352
C -2.97398 1.46285 4.54878
C -2.41754 0.38214 3.77107
C -2.45006 -0.90908 4.32492
C -1.95121 -1.98061 3.58864
C -1.41722 -1.73339 2.31374
N -1.38180 -0.48540 1.79204
C -1.86581 0.57129 2.49545
H -2.89367 -1.04546 5.32108
H -1.95036 -2.99550 3.99337
H -0.99751 -2.56171 1.72239
H -1.80600 1.56322 2.03047

Properties
E_HOMO (alpha / beta): -6.13 / -6.13 eV
LUMO energy (alpha / beta): -1.0594 / -1.0609 eV
Spin multiplicity: 4
Gap between HOMO and LUMO (alpha / beta): 5.07 / 5.07 eV

=====

Entry 4:
C21H26ClN3O3 in the gas phase. Source: OMol25; level of theory: ωB97M-V with the def2-TZVPD basis set.

Atoms and positions in Å:
C -6.77071 0.63318 -1.70308
C -5.65329 0.20950 -0.80381
C -4.98914 -0.98726 -1.00273
C -3.94858 -1.38270 -0.16636
C -3.56820 -0.56400 0.88680
C -4.21395 0.64584 1.11124
C -5.24919 1.01265 0.26086
Cl -6.06422 2.51859 0.53135
C -3.79933 1.53365 2.24183
H -3.47961 2.50249 1.86016
H -2.98176 1.09060 2.80367
H -4.63866 1.70630 2.91439
H -2.76491 -0.84020 1.55118
O -3.38098 -2.59262 -0.46868
C -2.31662 -3.05584 0.31898
C -1.08542 -2.21772 0.18463
C -0.65574 -1.36384 -0.78709
C 0.59841 -0.90120 -0.30178
N 0.86186 -1.44641 0.86124
O -0.17287 -2.25936 1.17263
C 1.42421 0.09729 -1.02669
O 0.93377 0.70462 -1.96758
N 2.69520 0.29986 -0.62929
C 3.36252 -0.34357 0.48254
H 3.07857 0.13577 1.42576
C 4.87222 -0.26112 0.29718
N 5.33742 1.11775 0.31892
C 4.35743 2.02596 -0.26147
C 3.45796 1.34420 -1.28947
H 2.75040 2.04968 -1.73107
H 4.06040 0.91696 -2.10043
H 4.86735 2.87198 -0.72466
H 3.72972 2.41624 0.54862
C 6.67792 1.24412 -0.22146
C 7.68447 0.55328 0.67121
C 8.17677 -0.82686 0.35699
C 9.08675 0.35034 0.18322
H 9.90074 0.48229 0.87898
H 9.32222 0.66450 -0.82252
H 8.36458 -1.50762 1.17314
H 7.80536 -1.31240 -0.53294
H 7.55384 0.80778 1.71525
H 6.75747 0.83705 -1.24668
H 6.91934 2.31082 -0.25906
H 5.14175 -0.76340 -0.64866
H 5.36239 -0.80121 1.11082
H 3.05432 -1.38834 0.53812
H -1.13202 -1.08470 -1.70152
H -2.11295 -4.06758 -0.05111
H -2.59443 -3.12825 1.38019
H -5.26761 -1.63946 -1.81488
H -6.95472 -0.11638 -2.46709
H -6.52718 1.57872 -2.18585
H -7.68247 0.78400 -1.12657

Properties
E_HOMO: -8.48 eV
LUMO energy: 0.7048 eV
Spin multiplicity: 1
ΔE to the lowest compared entry with this formula, charge and spin: 320.8 kJ/mol
Gap between HOMO and LUMO: 9.18 eV